Record 1
DFT (wB97M-V/def2-TZVPD) results for C29H20F4N6O6Rh as an isolated structure.

Properties
Relative energy (zero: lowest compared OMol25 entry of this formula, charge and spin) in kJ/mol: 0.00
Maximum force in eV/Å: 0.6
HOMO-LUMO gap in eV: 5.626
HOMO energy in eV: -11.67

Structure (ORCA input):
```
! RIJCOSX wB97M-V def2-TZVPD def2/J DEFGRID3
* xyz 1 1
Rh -0.354 0.165 0.377
C -1.597 -3.826 -4.932
O -2.514 -2.732 -4.948
C -2.464 -1.842 -3.960
C -3.394 -0.782 -4.058
C -3.385 0.192 -3.115
C -2.472 0.204 -2.019
C -2.456 1.336 -1.149
C -3.504 2.404 -1.163
O -1.567 1.547 -0.273
C -1.594 -0.916 -1.909
O -0.776 -1.184 -0.903
C -1.585 -1.911 -2.895
H -1.810 -4.400 -5.827
H -1.756 -4.449 -4.051
H -0.568 -3.465 -4.960
H -4.082 -0.766 -4.890
H -4.092 1.000 -3.213
H -3.965 2.574 -2.128
H -3.075 3.328 -0.786
H -4.277 2.076 -0.462
H -0.894 -2.730 -2.772
F 1.385 3.810 -1.322
C 2.072 4.159 -2.408
C 2.392 5.447 -2.592
F 2.021 6.331 -1.687
C 3.123 5.912 -3.761
C 3.466 4.860 -4.705
C 3.132 3.574 -4.517
F 3.496 2.672 -5.414
C 2.414 3.117 -3.347
C 2.096 1.805 -3.149
C 1.479 1.312 -1.958
N 1.076 0.879 -0.978
C 2.321 0.742 -4.085
N 2.411 -0.128 -4.830
F 4.145 5.189 -5.785
C 3.454 7.214 -3.956
C 4.157 7.697 -5.110
N 4.748 8.149 -5.984
C 3.152 8.265 -3.029
N 2.928 9.104 -2.278
C -3.692 -3.524 1.651
C -4.246 -2.623 2.746
C -3.234 -1.572 3.255
C -3.877 -0.699 4.351
C -2.948 0.374 4.897
C -2.070 -2.334 3.890
O -2.210 -3.064 4.829
N -0.786 -2.176 3.330
C -0.564 -1.370 2.282
O 0.558 -1.212 1.717
N -1.539 -0.637 1.721
C -2.869 -0.672 2.077
O -3.694 -0.028 1.476
H -4.446 -4.240 1.329
H -2.831 -4.102 1.996
H -3.392 -2.952 0.770
H -4.563 -3.209 3.609
H -5.112 -2.069 2.383
H -4.201 -1.372 5.146
H -4.769 -0.250 3.913
H -2.054 -0.058 5.354
H -3.447 0.957 5.670
H -2.635 1.073 4.118
H -0.023 -2.709 3.728
*
```

---

Record 2
DFT (wB97M-V/def2-TZVPD) results for C17H22Cu as an isolated structure.

Properties
Maximum force in eV/Å: 0.4
HOMO-LUMO gap (alpha / beta) in eV: 7.253 / 6.466
HOMO energy (alpha / beta) in eV: -6.50 / -7.19

Structure (ORCA input):
```
! RIJCOSX wB97M-V def2-TZVPD def2/J DEFGRID3
* xyz 0 2
Cu -0.569 -0.295 0.101
C 1.052 -1.570 -0.709
C 1.436 -0.213 -0.821
C 1.507 0.337 0.507
C 1.174 -0.683 1.429
C 0.867 -1.861 0.683
C 0.522 -3.207 1.242
C 1.201 -0.541 2.922
C 1.924 1.735 0.864
C 1.766 0.534 -2.080
C 0.920 -2.573 -1.816
H 1.409 -3.845 1.309
H -0.204 -3.723 0.614
H 0.100 -3.126 2.243
H 2.213 -0.680 3.315
H 0.559 -1.276 3.407
H 0.867 0.452 3.230
H 1.138 2.279 1.391
H 2.179 2.305 -0.029
H 2.804 1.727 1.512
H 2.845 0.674 -2.188
H 1.303 1.522 -2.089
H 1.416 -0.005 -2.960
H 0.069 -3.235 -1.651
H 1.811 -3.202 -1.891
H 0.780 -2.088 -2.782
C -2.561 -0.733 0.317
C -2.438 0.618 -0.128
C -2.245 1.688 0.796
C -1.946 2.963 0.359
C -1.823 3.240 -1.001
C -2.008 2.216 -1.927
C -2.307 0.934 -1.511
H -2.871 -1.491 -0.391
H -2.811 -0.922 1.353
H -2.336 1.482 1.856
H -1.801 3.754 1.084
H -1.585 4.241 -1.335
H -1.911 2.424 -2.985
H -2.445 0.144 -2.240
*
```

---

Record 3
DFT (wB97M-V/def2-TZVPD) results for one molecule with the formula C5H3NO2.

Properties
Relative energy (zero: lowest compared OMol25 entry of this formula, charge and spin) in kJ/mol: 288.38
Maximum force in eV/Å: 6.8
HOMO-LUMO gap in eV: 8.160
SMILES string: O=CC1=CC(=O)N=C1
HOMO energy in eV: -10.31

Structure (ORCA input):
```
! RIJCOSX wB97M-V def2-TZVPD def2/J DEFGRID3
* xyz 0 1
O -2.863 0.373 0.172
C -1.936 -0.355 -0.049
C -0.487 -0.133 -0.057
C 0.626 -1.008 -0.138
C 1.908 -0.078 -0.136
O 3.058 -0.265 0.378
N 1.550 1.256 -0.324
C 0.206 1.353 0.091
H -2.116 -1.509 0.084
H 0.429 -2.004 -0.364
H -0.375 2.371 0.344
*
```

---

Record 4
DFT (wB97M-V/def2-TZVPD) results for a 8-piece molecular cluster, C30H38N8 overall.

Properties
Relative energy (zero: lowest compared OMol25 entry of this formula, charge and spin) in kJ/mol: 0.00
Maximum force in eV/Å: 1.3
HOMO-LUMO gap in eV: 8.138
SMILES string: c1cc[nH]c1.c1cc[nH]c1.c1cc[nH]c1.c1cc[nH]c1.c1cc[nH]c1.c1cc[nH]c1.c1cc[nH]c1.CC#N
HOMO energy in eV: -7.86

Structure (ORCA input):
```
! RIJCOSX wB97M-V def2-TZVPD def2/J DEFGRID3
* xyz 0 1
C -0.758 -4.617 1.937
C -0.212 -5.919 2.097
C -0.439 -6.590 0.927
N -1.144 -5.765 0.091
C -1.332 -4.550 0.697
H -0.732 -3.819 2.660
H 0.295 -6.272 2.979
H -0.155 -7.584 0.625
H -1.465 -6.089 -0.803
H -1.951 -3.792 0.249
C -1.038 -0.656 -0.237
C -1.199 -1.385 -1.447
C -0.132 -1.083 -2.250
N 0.634 -0.157 -1.592
C 0.117 0.081 -0.358
H -1.653 -0.761 0.641
H -2.052 -1.980 -1.727
H 0.109 -1.424 -3.243
H 1.517 0.213 -1.904
H 0.552 0.761 0.355
C -1.906 -1.829 4.867
C -2.971 -1.788 5.812
C -3.896 -0.885 5.356
N -3.479 -0.431 4.133
C -2.285 -1.026 3.825
H -1.011 -2.427 4.835
H -3.060 -2.329 6.739
H -4.827 -0.583 5.803
H -3.973 0.214 3.542
H -1.799 -0.778 2.897
C 0.463 4.511 0.091
C 1.655 3.762 0.308
C 2.554 4.596 0.912
N 1.920 5.782 1.152
C 0.630 5.723 0.703
H -0.397 4.133 -0.437
H 1.831 2.742 0.005
H 3.587 4.429 1.167
H 2.355 6.540 1.647
H -0.018 6.581 0.753
C -4.903 1.199 -1.821
C -5.623 1.614 -2.978
C -4.711 1.881 -3.960
N -3.461 1.771 -3.401
C -3.572 1.338 -2.099
H -5.375 0.899 -0.899
H -6.688 1.744 -3.071
H -4.819 2.263 -4.960
H -2.612 1.559 -3.895
H -2.662 1.112 -1.567
C 3.935 0.996 -1.309
C 4.973 1.940 -1.110
C 5.483 2.234 -2.351
N 4.815 1.488 -3.275
C 3.926 0.652 -2.632
H 3.263 0.629 -0.547
H 5.262 2.455 -0.210
H 6.180 3.013 -2.611
H 4.970 1.484 -4.268
H 3.313 0.028 -3.262
C 3.477 -3.304 1.425
C 2.936 -2.786 2.628
C 1.728 -2.197 2.363
N 1.555 -2.263 0.992
C 2.611 -2.917 0.439
H 4.440 -3.776 1.332
H 3.415 -2.825 3.594
H 1.063 -1.673 3.027
H 0.791 -1.936 0.422
H 2.697 -3.003 -0.633
C 0.285 3.193 -3.272
C -0.921 4.003 -3.095
N -1.864 4.626 -2.898
H 0.888 3.311 -2.370
H 0.864 3.549 -4.121
H 0.007 2.150 -3.414
*
```

---

Record 5
DFT (wB97M-V/def2-TZVPD) results for CHINO2P as an isolated structure.

Properties
Relative energy (zero: lowest compared OMol25 entry of this formula, charge and spin) in kJ/mol: 297.89
Maximum force in eV/Å: 6.7
HOMO-LUMO gap (alpha / beta) in eV: 8.357 / 8.686
HOMO energy (alpha / beta) in eV: -10.42 / -10.40

Structure (ORCA input):
```
! RIJCOSX wB97M-V def2-TZVPD def2/J DEFGRID3
* xyz 0 1
C 0.102 -0.272 -0.459
N 1.596 -0.606 -0.768
O 1.500 -0.877 -2.095
O -1.114 -1.032 -2.924
P -0.073 -0.265 -2.253
I 0.075 2.070 -2.985
H -0.021 0.631 0.146
*
```

---

Record 6
DFT (wB97M-V/def2-TZVPD) results for an isolated ion of composition H2NO4P and charge -2.

Properties
Relative energy (zero: lowest compared OMol25 entry of this formula, charge and spin) in kJ/mol: 0.00
Maximum force in eV/Å: 1.9
HOMO-LUMO gap in eV: 7.020
SMILES string: NOP(=O)([O-])[O-]
HOMO energy in eV: 0.88

Structure (ORCA input):
```
! RIJCOSX wB97M-V def2-TZVPD def2/J DEFGRID3
* xyz -2 1
N -1.455 0.589 -0.333
O -0.686 -0.575 -0.649
P 0.891 -0.484 0.152
O 1.592 -1.657 -0.429
O 1.251 0.928 -0.296
O 0.602 -0.699 1.667
H -0.930 1.356 -0.822
H -1.265 0.542 0.711
*
```

---

Record 7
DFT (wB97M-V/def2-TZVPD) results for C26H32CeNO5S as an isolated structure.

Properties
Relative energy (zero: lowest compared OMol25 entry of this formula, charge and spin) in kJ/mol: 17.09
Maximum force in eV/Å: 3.5
HOMO-LUMO gap in eV: 7.641
HOMO energy in eV: -11.90

Structure (ORCA input):
```
! RIJCOSX wB97M-V def2-TZVPD def2/J DEFGRID3
* xyz 1 1
O -1.428 4.010 1.640
C -2.851 4.344 1.612
C -2.683 5.784 2.084
H -3.466 3.773 2.315
H -3.207 4.259 0.583
C -1.181 5.405 2.065
H -3.053 5.940 3.113
H -3.056 6.551 1.391
C -0.601 5.453 3.459
H -1.155 4.741 4.082
H -0.721 6.472 3.855
H 0.463 5.188 3.455
C -0.357 6.193 1.078
H -0.743 6.081 0.060
H 0.705 5.918 1.134
H -0.447 7.248 1.361
Ce 0.922 -0.961 -0.616
C 1.924 -1.137 -2.931
C 0.598 -1.651 -3.111
C -0.324 -0.562 -2.977
H 0.326 -2.671 -3.387
C 0.439 0.627 -2.741
C 1.821 0.280 -2.708
H 2.652 0.969 -2.567
H 2.849 -1.709 -2.954
H -1.406 -0.619 -3.108
H 0.056 1.643 -2.696
C 3.296 -1.770 0.290
C 3.482 -0.422 -0.151
C 2.725 0.433 0.711
H 4.100 -0.115 -0.992
C 2.100 -0.386 1.711
C 2.455 -1.749 1.449
H 2.157 -2.609 2.047
H 3.747 -2.639 -0.184
H 2.671 1.515 0.624
H 1.476 -0.027 2.529
O -1.031 0.389 1.031
C -0.555 1.651 0.436
C -1.624 2.104 -0.557
H 0.484 1.603 0.020
H -0.479 2.399 1.260
C -2.891 1.683 0.205
H -1.633 1.580 -1.508
H -1.511 3.167 -0.766
C -2.496 0.303 0.746
H -3.830 1.794 -0.369
H -2.942 2.344 1.088
H -2.745 -0.499 0.021
H -2.937 0.130 1.732
O 3.051 -3.939 -2.013
C 1.981 -4.222 -1.448
N 1.254 -3.277 -0.752
S -0.198 -3.773 -0.035
O -0.063 -3.730 1.409
O -1.104 -2.734 -0.630
C 0.041 -5.422 -0.671
C -0.643 -6.591 -0.333
C -0.163 -7.824 -0.802
C 1.003 -7.891 -1.592
C 1.720 -6.725 -1.882
C 1.251 -5.512 -1.372
H -1.529 -6.514 0.288
H -0.693 -8.744 -0.563
H 1.366 -8.849 -1.973
H 2.631 -6.702 -2.495
*
```

---

Record 8
DFT (wB97M-V/def2-TZVPD) results for a 5-piece molecular cluster, C26H20F32N2O6S overall.

Properties
Maximum force in eV/Å: 5.9
HOMO-LUMO gap in eV: 7.180
SMILES string: FC(F)C(F)(F)COC(F)(F)C(F)F.FC(F)C(F)(F)COC(F)(F)C(F)F.FC(F)C(F)(F)COC(F)(F)C(F)F.FC(F)C(F)(F)COC(F)(F)C(F)F.Oc1cc(O)c2nsnc2c1
HOMO energy in eV: -8.70

Structure (ORCA input):
```
! RIJCOSX wB97M-V def2-TZVPD def2/J DEFGRID3
* xyz 0 1
F -5.227 6.814 -7.850
C -5.306 5.996 -6.783
F -6.517 5.386 -6.860
C -5.172 6.747 -5.458
F -6.191 7.624 -5.288
F -5.294 5.831 -4.449
C -3.832 7.480 -5.241
O -3.816 8.886 -5.514
C -3.580 9.279 -6.851
F -3.209 8.209 -7.581
F -2.500 10.095 -6.813
C -4.766 10.035 -7.460
F -5.884 9.277 -7.471
F -4.512 10.375 -8.748
H -4.538 5.223 -6.878
H -3.625 7.417 -4.168
H -2.992 6.963 -5.713
H -4.980 10.945 -6.896
F 1.880 -0.607 0.201
C 1.083 0.453 -0.046
F 1.408 0.891 -1.291
C 1.266 1.573 0.978
F 2.525 2.075 0.933
F 0.440 2.602 0.620
C 0.921 1.207 2.436
O 2.019 0.865 3.293
C 2.454 -0.478 3.274
F 1.583 -1.229 2.573
F 2.374 -0.913 4.555
C 3.898 -0.621 2.780
F 4.042 -0.151 1.522
F 4.273 -1.926 2.754
H 0.046 0.111 -0.077
H 0.509 2.116 2.886
H 0.111 0.477 2.502
H 4.589 -0.074 3.425
F 7.860 -4.769 5.197
C 6.531 -4.917 5.042
F 6.074 -5.482 6.190
C 6.174 -5.793 3.841
F 6.639 -7.055 4.004
F 4.812 -5.900 3.796
C 6.629 -5.261 2.467
O 7.839 -5.814 1.935
C 9.053 -5.217 2.343
F 8.797 -4.081 3.020
F 9.681 -4.838 1.204
C 9.952 -6.186 3.119
F 9.346 -6.635 4.240
F 11.096 -5.573 3.513
H 6.077 -3.926 4.957
H 5.859 -5.570 1.753
H 6.623 -4.168 2.419
H 10.215 -7.051 2.507
F -2.837 -5.029 2.975
C -2.312 -5.662 4.042
F -3.106 -6.738 4.275
C -2.251 -4.769 5.282
F -3.493 -4.404 5.681
F -1.733 -5.514 6.303
C -1.371 -3.508 5.156
O -2.047 -2.277 4.865
C -2.300 -1.989 3.506
F -1.652 -2.873 2.724
F -1.719 -0.786 3.268
C -3.798 -1.899 3.192
F -4.432 -3.060 3.464
F -3.999 -1.644 1.876
H -1.319 -6.033 3.773
H -0.937 -3.343 6.146
H -0.509 -3.664 4.501
H -4.274 -1.110 3.777
O -2.977 3.878 -4.283
C -3.052 2.472 -3.930
C -3.824 1.493 -4.883
C -3.974 -0.031 -4.522
O -4.706 -0.909 -5.366
C -3.304 -0.483 -3.164
N -3.360 -1.850 -2.660
S -2.476 -1.739 -1.197
N -1.934 -0.115 -1.049
C -2.496 0.505 -2.235
C -2.342 2.048 -2.595
H -3.665 4.280 -3.687
H -4.288 1.895 -5.851
H -4.483 -0.641 -6.292
H -1.771 2.782 -1.935
*
```

---

Record 9
DFT (wB97M-V/def2-TZVPD) results for one molecule with the formula C4H6N2O.

Properties
Relative energy (zero: lowest compared OMol25 entry of this formula, charge and spin) in kJ/mol: 516.29
Maximum force in eV/Å: 1.0
HOMO-LUMO gap in eV: 9.149
SMILES string: [H]/N=C/C=C=NOC
HOMO energy in eV: -9.30

Structure (ORCA input):
```
! RIJCOSX wB97M-V def2-TZVPD def2/J DEFGRID3
* xyz 0 1
H 3.247 1.115 -0.861
N 2.398 0.909 -0.342
C 2.101 -0.326 -0.457
C 0.970 -0.870 0.290
C 0.182 -0.043 0.943
N -0.663 0.644 1.523
O -1.882 -0.032 1.090
C -2.359 0.351 -0.173
H 2.692 -1.064 -1.010
H 0.833 -1.940 0.439
H -3.124 -0.403 -0.374
H -2.808 1.344 -0.108
H -1.588 0.315 -0.959
*
```

---

Record 10
DFT (wB97M-V/def2-TZVPD) results for C16H22N5SeZn as an isolated structure.

Properties
Relative energy (zero: lowest compared OMol25 entry of this formula, charge and spin) in kJ/mol: 0.00
Maximum force in eV/Å: 0.2
HOMO-LUMO gap in eV: 7.844
HOMO energy in eV: -10.76

Structure (ORCA input):
```
! RIJCOSX wB97M-V def2-TZVPD def2/J DEFGRID3
* xyz 1 1
Zn 0.843 0.365 -0.313
C 0.183 -2.353 0.688
C 1.687 -2.420 0.458
N 2.310 -1.102 0.618
C 2.588 -0.677 1.989
C 1.444 0.114 2.591
C 1.234 0.212 3.957
C 0.165 0.974 4.407
C -0.671 1.598 3.492
C -0.398 1.455 2.142
C -1.233 2.112 1.061
N -1.152 1.406 -0.217
C -2.160 0.372 -0.461
C -1.774 -0.929 0.230
N -0.437 -1.366 -0.214
N 0.647 0.739 1.729
H -0.260 -3.345 0.567
H -0.020 -2.033 1.712
H 2.125 -3.161 1.134
H 1.885 -2.756 -0.562
H 3.145 -1.040 0.050
H 2.828 -1.526 2.639
H 3.469 -0.030 1.975
H 1.885 -0.302 4.651
H -0.026 1.067 5.468
H -1.523 2.179 3.820
H -2.267 2.211 1.406
H -0.845 3.123 0.917
H -1.131 2.064 -0.987
H -3.156 0.683 -0.128
H -2.209 0.211 -1.541
H -1.727 -0.777 1.310
H -2.530 -1.696 0.044
H -0.519 -1.762 -1.147
Se 1.931 1.554 -2.023
C 0.588 0.934 -3.247
C -0.178 1.832 -3.980
C -1.171 1.345 -4.821
N -1.446 0.054 -4.974
C -0.691 -0.805 -4.297
C 0.325 -0.423 -3.435
H -0.017 2.899 -3.898
H -1.778 2.036 -5.395
H -0.903 -1.858 -4.457
H 0.940 -1.178 -2.956
*
```